Here is C7H12O2 in the gas phase from the Open Molecules 2025 dataset. Energies are from the ωB97M-V functional and the def2-TZVPD basis.

The geometry in XYZ format:
```
21
Properties=species:S:1:pos:R:3:forces:R:3
C -2.351 1.239 -0.542 -0.73 0.66 1.81
C -1.643 0.037 0.015 0.70 -0.66 -0.65
O -2.447 -1.027 0.517 -0.15 1.15 -1.15
C -0.349 0.080 0.664 0.66 -0.74 2.95
C 1.003 0.807 0.926 -0.66 1.15 -0.49
C 1.967 -0.215 0.317 -1.85 -0.48 -1.07
O 3.044 0.352 -0.337 0.65 1.80 -1.68
C 1.021 -1.139 -0.613 0.33 -1.16 0.24
C -0.278 -0.346 -0.761 0.26 -0.15 0.52
H -3.241 0.898 -1.054 -0.30 0.23 -0.25
H -2.646 1.930 0.328 0.16 -1.09 -1.18
H -1.749 1.849 -1.196 0.30 -0.09 -0.28
H -2.997 -1.269 -0.254 0.17 -0.12 0.63
H -0.431 -0.898 1.265 0.80 1.48 -0.45
H 1.327 0.979 1.955 -0.53 0.24 0.01
H 1.152 1.767 0.324 -0.64 -1.00 0.86
H 2.373 -0.764 1.136 0.51 -0.81 0.33
H 2.774 1.101 -0.963 0.27 -1.71 1.38
H 1.478 -1.374 -1.543 0.71 0.38 -1.08
H 0.967 -2.160 -0.200 -0.58 0.49 0.40
H -0.013 0.563 -1.263 -0.08 0.42 -0.85
```
Positions in Å, forces in eV/Å.

The relative energy (zero: lowest compared OMol25 entry of this formula, charge and spin) is 3.645 eV. The value obtained for the calculated total energy is -424.2621 Ha.

Results of the Löwdin charge analysis, in e, for atoms 1 through 2: number 1, C, carries -0.01; number 2, C, carries -0.43


Here is 2 unconnected molecules or ions with the total composition C7H12P from the Open Molecules 2025 dataset. Energies are from the ωB97M-V functional and the def2-TZVPD basis.

The geometry in XYZ format:
```
20
Properties=species:S:1:pos:R:3:forces:R:3
C 2.773 -0.939 0.851 -1.34 0.21 -0.44
C -1.137 1.602 1.827 0.41 1.05 -1.16
C -2.377 -1.113 0.046 -2.74 -1.49 1.15
C 1.790 -1.110 -0.029 -2.13 2.31 1.87
C -0.154 0.809 1.383 -0.92 0.28 -0.54
C -1.235 -1.169 -0.596 1.27 0.98 0.01
C 0.280 1.177 -2.315 2.37 -1.97 0.36
P 0.204 -0.118 -0.122 -0.67 0.36 -2.73
H 3.596 -1.518 0.470 0.93 -0.09 1.35
H 2.628 -0.334 1.776 0.99 -0.37 -1.06
H -1.159 2.220 2.742 0.50 -1.06 -0.15
H -1.869 1.971 1.135 -0.73 -0.39 -0.28
H -3.369 -1.679 -0.244 2.33 1.19 0.18
H -2.449 -0.680 1.057 0.06 0.14 -0.70
H 1.770 -1.917 -0.679 0.28 -1.04 -1.77
H 0.656 0.671 1.997 1.86 -0.40 1.81
H -1.087 -1.639 -1.546 -0.11 -0.35 -0.41
H 0.909 0.543 -3.087 -1.66 0.55 1.78
H 1.034 1.990 -2.095 -1.86 -0.35 0.17
H -0.805 1.233 -2.571 1.16 0.47 0.57
```
Positions in Å, forces in eV/Å.

The relative energy (zero: lowest compared OMol25 entry of this formula, charge and spin) is 3.486 eV. As for the total charge: +1. The value obtained for the calculated total energy is -614.8350 Ha.

Results of the Löwdin charge analysis, in e, for atoms 1 through 2: number 1, C, carries 0.01; number 2, C, carries 0.03


Question: Number 2 is which compound?
Answer: C7H12P


Question: The highest calculated total energy belongs to which entry?
Answer: C7H12O2


Please write out number 1 again, unchanged.
Here is C7H12O2 in the gas phase from the Open Molecules 2025 dataset. Energies are from the ωB97M-V functional and the def2-TZVPD basis.

The geometry in XYZ format:
```
21
Properties=species:S:1:pos:R:3:forces:R:3
C -2.351 1.239 -0.542 -0.73 0.66 1.81
C -1.643 0.037 0.015 0.70 -0.66 -0.65
O -2.447 -1.027 0.517 -0.15 1.15 -1.15
C -0.349 0.080 0.664 0.66 -0.74 2.95
C 1.003 0.807 0.926 -0.66 1.15 -0.49
C 1.967 -0.215 0.317 -1.85 -0.48 -1.07
O 3.044 0.352 -0.337 0.65 1.80 -1.68
C 1.021 -1.139 -0.613 0.33 -1.16 0.24
C -0.278 -0.346 -0.761 0.26 -0.15 0.52
H -3.241 0.898 -1.054 -0.30 0.23 -0.25
H -2.646 1.930 0.328 0.16 -1.09 -1.18
H -1.749 1.849 -1.196 0.30 -0.09 -0.28
H -2.997 -1.269 -0.254 0.17 -0.12 0.63
H -0.431 -0.898 1.265 0.80 1.48 -0.45
H 1.327 0.979 1.955 -0.53 0.24 0.01
H 1.152 1.767 0.324 -0.64 -1.00 0.86
H 2.373 -0.764 1.136 0.51 -0.81 0.33
H 2.774 1.101 -0.963 0.27 -1.71 1.38
H 1.478 -1.374 -1.543 0.71 0.38 -1.08
H 0.967 -2.160 -0.200 -0.58 0.49 0.40
H -0.013 0.563 -1.263 -0.08 0.42 -0.85
```
Positions in Å, forces in eV/Å.

The relative energy (zero: lowest compared OMol25 entry of this formula, charge and spin) is 3.645 eV. The value obtained for the calculated total energy is -424.2621 Ha.

Results of the Löwdin charge analysis, in e, for atoms 1 through 2: number 1, C, carries -0.01; number 2, C, carries -0.43